The ion C2H3N2OS with charge -1, computed with ωB97M-V/def2-TZVPD.

```
! wB97M-V def2-TZVPD RIJCOSX def2/J DEFGRID3
* xyz -1 1
O -0.32 -0.14 -2.46
N 0.36 0.08 -1.42
C 0.27 -0.70 -0.21
C 0.17 0.22 1.04
N -0.56 1.21 1.25
S -1.44 1.96 0.13
H 1.29 -1.11 -0.19
H -0.53 -1.43 -0.12
H 0.77 -0.09 1.99
*
```

Calculated values
- SMILES: O=NC/C=N\[S-]
- M: 103.1 u
- E: -660.8492 Ha